Run one
A single C7H12 molecule. Source: the OMol25 dataset; level of theory: wB97M-V/def2-TZVPD.

CARTESIAN COORDINATES (ANGSTROEM)
1 C 1.2014 -3.0844 0.0477
2 C 0.7473 -1.8116 -0.3785
3 C 0.6581 -0.6704 0.7969
4 C -0.1728 0.4228 0.7748
5 C 0.2101 1.5355 1.7223
6 C -1.1925 0.6300 -0.3858
7 C -0.8522 1.4639 -1.6864
8 H 1.5157 -3.8270 -0.7452
9 H 1.5489 -3.3446 1.0962
10 H 0.4691 -1.7610 -1.3680
11 H 1.3722 -0.9723 1.4373
12 H -0.6859 2.1119 2.1758
13 H 0.4209 2.4973 1.1405
14 H 1.0870 1.1019 2.2068
15 H -2.0488 1.0874 -0.0260
16 H -1.6722 -0.3008 -0.8104
17 H -0.1233 1.0473 -2.3047
18 H -0.6832 2.4575 -1.4759
19 H -1.7997 1.4166 -2.2174

The highest occupied orbital energy comes out at -8.412 eV. As for the total charge: 0. Its SMILES is C=C/C=C(/C)CC.

***

Run two
A single C7H12 molecule. Source: the OMol25 dataset; level of theory: wB97M-V/def2-TZVPD.

CARTESIAN COORDINATES (ANGSTROEM)
1 C -1.8552 0.4733 -2.0815
2 C -0.8921 0.0201 -1.2861
3 C -0.9018 0.2196 0.1872
4 C -1.6092 1.2325 0.7198
5 C -0.0410 -0.6465 1.0863
6 C 1.2797 -1.0988 0.4384
7 C 2.2632 0.0209 0.2227
8 H -2.6094 1.0530 -1.5617
9 H -2.2102 0.0071 -2.9881
10 H -0.1449 -0.6821 -1.6295
11 H -1.7097 1.3793 1.7870
12 H -1.6610 2.1502 0.1402
13 H -0.6059 -1.5429 1.3666
14 H 0.2231 -0.1088 1.9956
15 H 1.6932 -1.8462 1.1174
16 H 1.0569 -1.7050 -0.4403
17 H 1.9014 0.9715 -0.1691
18 H 2.5702 0.3606 1.2289
19 H 3.2526 -0.2578 -0.1339

The highest occupied orbital energy comes out at -8.506 eV. As for the total charge: 0. Its SMILES is C=CC(=C)CCC.

***

Run three
A single C7H12 molecule. Source: the OMol25 dataset; level of theory: wB97M-V/def2-TZVPD.

CARTESIAN COORDINATES (ANGSTROEM)
1 C 3.9162 -0.1498 1.0873
2 C 2.6886 -0.3555 0.3168
3 C 1.6665 -0.5140 -0.3031
4 C 0.3539 -0.6290 -0.9492
5 C -0.7190 0.0721 -0.1049
6 C -2.1161 0.0404 -0.7173
7 C -3.1388 0.7216 0.1907
8 H 3.6886 0.3116 2.0542
9 H 4.6104 0.5091 0.5559
10 H 4.4276 -1.0984 1.2794
11 H 0.0933 -1.6867 -1.0873
12 H 0.3900 -0.1854 -1.9532
13 H -0.7383 -0.3905 0.8905
14 H -0.4136 1.1155 0.0482
15 H -2.4183 -0.9993 -0.9048
16 H -2.0961 0.5375 -1.6968
17 H -3.2998 0.1404 1.1061
18 H -2.7876 1.7160 0.4918
19 H -4.1074 0.8444 -0.3043

The highest occupied orbital energy comes out at -9.333 eV. As for the total charge: 0. Its SMILES is CC#CCCCC.

***

Run four
2 unconnected molecules or ions with the total composition C7H12. Source: the OMol25 dataset; level of theory: wB97M-V/def2-TZVPD.

CARTESIAN COORDINATES (ANGSTROEM)
1 C -1.2027 0.8460 1.2505
2 C -1.6736 0.1962 0.0084
3 C -2.1124 -0.8214 -0.6594
4 C -2.0445 0.4696 -1.4214
5 H -1.9543 1.5646 1.5973
6 H -1.0242 0.1151 2.0450
7 H -0.2755 1.3971 1.0618
8 H -2.4017 -1.8607 -0.7030
9 H -1.2597 0.6272 -2.1701
10 H -2.9631 1.0227 -1.6446
11 C 1.6410 0.4129 -0.9713
12 C 2.2171 0.0536 0.1727
13 C 1.8099 -1.1379 0.9908
14 H 1.9767 1.2789 -1.5355
15 H 0.8073 -0.1536 -1.3832
16 H 3.0509 0.6435 0.5559
17 H 2.5732 -1.9246 0.9416
18 H 0.8629 -1.5558 0.6321
19 H 1.6927 -0.8732 2.0487

The highest occupied orbital energy comes out at -9.059 eV. As for the total charge: 0. Its SMILES is CC1=CC1.C=CC.

***

Which of them is the most stable, and which is the least stable? run three and run one, in that order.

***

Run one
A molecular structure, C7H12. Source: the OMol25 dataset; level of theory: wB97M-V/def2-TZVPD.

CARTESIAN COORDINATES (ANGSTROEM)
1 C 1.7544 -0.3537 1.2401
2 C 2.0534 -0.6861 -0.2320
3 C 0.7171 -0.8907 -0.9873
4 C -0.2428 0.2369 -0.8604
5 C -1.5531 -0.0297 -0.2180
6 C -2.7256 0.7568 -0.3384
7 C -2.2452 1.5278 0.6974
8 H 0.9420 0.3589 1.2428
9 H 2.6206 0.0869 1.7079
10 H 1.5130 -1.2160 1.8188
11 H 2.6794 -1.5547 -0.3964
12 H 2.5453 0.1499 -0.7451
13 H 0.2579 -1.8301 -0.5810
14 H 0.9438 -1.1365 -2.0312
15 H -0.2963 0.9070 -1.7165
16 H -1.6556 -0.9778 0.2656
17 H -3.3078 0.9360 -1.1494
18 H -1.4541 2.3362 0.5392
19 H -2.5464 1.3788 1.7439

The highest occupied orbital energy comes out at -6.773 eV. As for the total charge: 0.

***

Run two
A single C7H12 molecule. Source: the OMol25 dataset; level of theory: wB97M-V/def2-TZVPD.

CARTESIAN COORDINATES (ANGSTROEM)
1 C 2.0965 0.2691 -0.8061
2 C 1.0961 0.0991 0.0782
3 C 1.2091 -0.8823 1.2083
4 C -0.1856 0.8450 -0.0670
5 C -0.1536 2.1297 -0.4731
6 C -1.4379 0.1236 0.3006
7 C -1.7454 -1.0683 -0.6274
8 H 2.0411 0.6767 -1.8032
9 H 2.8589 -0.5023 -0.6819
10 H 0.5095 -1.7007 1.0049
11 H 0.8733 -0.4686 2.1618
12 H 2.1843 -1.3540 1.2833
13 H -0.8895 2.8840 -0.2166
14 H 0.8657 2.5054 -0.4797
15 H -1.4213 -0.2992 1.3115
16 H -2.2452 0.8591 0.3564
17 H -2.8388 -1.1489 -0.6347
18 H -1.4220 -0.9352 -1.6570
19 H -1.3952 -2.0322 -0.2583

The highest occupied orbital energy comes out at -8.664 eV. As for the total charge: 0. Its SMILES is C=C(C)C(=C)CC.

***

Run three
A single C7H12 molecule. Source: the OMol25 dataset; level of theory: wB97M-V/def2-TZVPD.

CARTESIAN COORDINATES (ANGSTROEM)
1 C -0.6946 1.4005 0.0700
2 C 0.6396 1.4264 -0.1405
3 C 1.9258 0.3755 0.1461
4 C 1.5108 -1.2151 -0.1032
5 C 0.0811 -0.9979 -0.0563
6 C -1.5590 -1.1935 0.0365
7 C -1.8658 0.3201 0.0039
8 H -1.1818 2.2827 -0.0981
9 H 0.9702 2.4423 -0.3558
10 H 2.8360 0.6055 -0.4638
11 H 2.3264 0.5736 1.2108
12 H 1.9858 -1.4778 -0.9853
13 H 2.0632 -1.8233 0.6576
14 H 0.0555 -0.3893 -0.9359
15 H -0.0270 -0.3050 0.8183
16 H -2.1282 -1.4848 -0.8231
17 H -2.1003 -1.6297 0.8902
18 H -2.2567 0.5011 1.0535
19 H -2.5810 0.5888 -0.9249

The highest occupied orbital energy comes out at -8.990 eV. As for the total charge: 0. Its SMILES is C1=CCCCCC1.

***

Run four
A single C7H12 molecule. Source: the OMol25 dataset; level of theory: wB97M-V/def2-TZVPD.

CARTESIAN COORDINATES (ANGSTROEM)
1 C 3.8372 -0.3871 1.0545
2 C 2.6430 -0.2637 0.3007
3 C 1.6544 -0.0060 -0.3214
4 C 0.3920 -0.3107 -0.9042
5 C -0.7003 0.3351 -0.0714
6 C -2.0357 -0.0490 -0.6313
7 C -3.1777 0.5745 0.1451
8 H 3.8332 0.1856 1.9849
9 H 4.6018 -0.0461 0.3700
10 H 3.9810 -1.4319 1.2984
11 H 0.3293 -1.4098 -0.9187
12 H 0.4282 0.0260 -1.9394
13 H -0.6447 0.0368 0.9881
14 H -0.5736 1.4239 -0.0902
15 H -2.1089 -1.1415 -0.6111
16 H -2.0393 0.2465 -1.6904
17 H -3.1764 0.2779 1.2031
18 H -3.1111 1.6656 0.1148
19 H -4.1324 0.2740 -0.2813

The highest occupied orbital energy comes out at -9.192 eV. As for the total charge: 0. Its SMILES is CC#CCCCC.

***

Which of them is the most stable, and which is the least stable? run two and run one, in that order.